## one
# C2H6N4

One molecule with the formula C2H6N4 (ωB97M-V with the def2-TZVPD basis set, the Open Molecules 2025 dataset).

Each atom is followed by the atoms it is bonded to, with distances in Å.
Geometry (Å):
1 H 2.08870 0.23596 -2.15427  N12 1.021
2 N 1.46158 -0.25763 -0.14835  N6 1.420, C9 1.448, N12 1.441
3 H -1.56908 -0.17458 0.71642  C8 1.016
4 H -1.13467 0.92255 -0.75605  C8 1.128
5 H 0.58696 1.29905 1.03938  C9 1.098
6 N 0.82943 -0.95062 -1.21402  N2 1.420, N10 1.427, N12 1.423
7 H -0.85182 -1.86686 -0.46953  N10 0.991
8 C -0.90622 0.12150 0.00494  H3 1.016, H4 1.128, C9 1.632, N10 1.505
9 C 0.50242 0.22614 0.82329  N2 1.448, H5 1.098, C8 1.632, H11 1.018
10 N -0.56233 -1.02532 -0.90655  N6 1.427, H7 0.991, C8 1.505
11 H 0.70786 -0.32202 1.65637  C9 1.018
12 N 1.35756 0.34901 -1.45111  H1 1.021, N2 1.441, N6 1.423

Summary:
Highest occupied orbital energy   -9.24 eV
SMILES   C1Cn2[nH]n2N1
E_LUMO   0.04210 hartree
2S+1   1

In elementary charge units, the Löwdin charges are: atom 1 (H): 0.1022, atom 2 (N): -0.1228, atom 3 (H): 0.0576, atom 4 (H): 0.1163, atom 5 (H): 0.1100, atom 6 (N): -0.1245, atom 7 (H): 0.0828, atom 8 (C): -0.1295, atom 9 (C): -0.1353, atom 10 (N): -0.0534, atom 11 (H): 0.0670, atom 12 (N): 0.0297



## two
# C2H6N4

One molecule with the formula C2H6N4 (ωB97M-V with the def2-TZVPD basis set, the Open Molecules 2025 dataset).

Each atom is followed by the atoms it is bonded to, with distances in Å.
Geometry (Å):
1 H -0.40574 -1.73431 -0.19153  C7 1.119
2 H -2.58238 0.72772 0.15267  N3 0.978
3 N -1.99468 -0.01485 -0.09094  H2 0.978, N5 1.372, H12 1.000
4 H 2.96690 0.60874 0.18527  N6 0.966
5 N -0.64707 0.24088 -0.10714  N3 1.372, C7 1.348, N10 1.253
6 N 2.02538 0.58911 -0.03009  H4 0.966, C8 1.291
7 C 0.20819 -0.80168 -0.11215  H1 1.119, N5 1.348, C8 1.389
8 C 1.58521 -0.62324 -0.09097  N6 1.291, C7 1.389, H9 1.169
9 H 2.29535 -1.55138 -0.04704  C8 1.169
10 N -0.27565 1.43536 -0.03843  N5 1.253, H11 1.024
11 H -1.10051 2.03873 0.03225  N10 1.024
12 H -2.07500 -0.91508 0.33810  N3 1.000

Summary:
Highest occupied orbital energy   -7.76 eV
E_LUMO   0.02925 hartree
2S+1   1

In elementary charge units, the Löwdin charges are: atom 1 (H): 0.1132, atom 2 (H): 0.0819, atom 3 (N): 0.1165, atom 4 (H): -0.0008, atom 5 (N): -0.3417, atom 6 (N): 0.0570, atom 7 (C): -0.1358, atom 8 (C): -0.2769, atom 9 (H): 0.1296, atom 10 (N): 0.1083, atom 11 (H): 0.0617, atom 12 (H): 0.0870



## three
# C2H6N4

A 2-piece molecular cluster, C2H6N4 overall (ωB97M-V with the def2-TZVPD basis set, the Open Molecules 2025 dataset).

Each atom is followed by the atoms it is bonded to, with distances in Å.
Geometry (Å):
1 N 0.86909 -0.42576 -0.67892  N11 1.403, N12 1.309
2 H -2.12838 -1.56059 1.28059  C6 1.153
3 H 0.72325 1.52191 0.81705  C8 1.128
4 H 0.98383 -1.61595 0.89195  N11 1.033
5 N -1.74024 -1.80770 -0.96330  C6 1.153
6 C -2.06576 -1.66525 0.13405  H2 1.153, N5 1.153
7 H 0.49149 0.87112 -1.95468  N12 0.970
8 C 0.36524 1.84300 -0.20322  H3 1.128, H9 1.033, N12 1.316
9 H 0.04603 2.76880 -0.53260  C8 1.033
10 H 0.71427 -0.12767 1.51780  N11 1.059
11 N 1.14578 -0.61729 0.68346  N1 1.403, H4 1.033, H10 1.059
12 N 0.59540 0.81538 -0.99217  N1 1.309, H7 0.970, C8 1.316

Summary:
Highest occupied orbital energy   -7.05 eV
E_LUMO   0.02995 hartree
2S+1   1

In elementary charge units, the Löwdin charges are: atom 1 (N): -0.1005, atom 2 (H): 0.0881, atom 3 (H): 0.0392, atom 4 (H): 0.0695, atom 5 (N): 0.0395, atom 6 (C): -0.1324, atom 7 (H): 0.1218, atom 8 (C): -0.0197, atom 9 (H): 0.0201, atom 10 (H): 0.0681, atom 11 (N): -0.0496, atom 12 (N): -0.1441



Last place for stability: one



## one
# C6H12O

An isolated ion of composition C6H12O and charge +1 (ωB97M-V with the def2-TZVPD basis set, the Open Molecules 2025 dataset).

Each atom is followed by the atoms it is bonded to, with distances in Å.
Geometry (Å):
1 H -0.31818 -1.71838 0.93583  C5 1.063
2 C 2.89202 0.78850 -1.05069  C8 1.559, H14 1.162, H16 1.105, H17 1.123
3 H 1.03471 2.03391 -1.26745  C8 1.059
4 H -1.18580 1.73114 0.28614  C11 1.134
5 C -1.34269 -1.51623 1.13430  H1 1.063, O6 1.498, H10 1.052, C12 1.472
6 O -2.22837 -2.27308 0.19291  C5 1.498, H9 0.931
7 C 0.46779 0.27758 -0.42522  C8 1.339, C11 1.530, H15 1.134
8 C 1.40299 1.16536 -0.78629  C2 1.559, H3 1.059, C7 1.339
9 H -1.88103 -1.73015 -0.47888  O6 0.931
10 H -1.62233 -1.79296 2.11034  C5 1.052
11 C -0.97543 0.70937 -0.15864  H4 1.134, C7 1.530, C12 1.617, H19 1.210
12 C -1.56112 -0.06076 1.13652  C5 1.472, C11 1.617, H13 1.088, H18 1.157
13 H -2.55495 0.25443 1.44713  C12 1.088
14 H 2.85224 0.14907 -2.01956  C2 1.162
15 H 0.84321 -0.77570 -0.23616  C7 1.134
16 H 3.29709 0.14497 -0.24934  C2 1.105
17 H 3.34615 1.75464 -1.40008  C2 1.123
18 H -0.97331 0.27708 2.07428  C12 1.157
19 H -1.49301 0.58122 -1.24513  C11 1.210

Summary:
Highest occupied orbital energy (alpha / beta)   -14.13 / -14.12 eV
E_LUMO (alpha / beta)   -0.18252 / -0.32680 hartree
Charge   +1
2S+1   2

In elementary charge units, the Löwdin charges are: atom 1 (H): 0.0866, atom 2 (C): -0.0024, atom 3 (H): 0.1297, atom 4 (H): 0.1437, atom 5 (C): -0.2499, atom 6 (O): -0.0137, atom 7 (C): 0.0247, atom 8 (C): 0.0207, atom 9 (H): 0.0182, atom 10 (H): 0.1151, atom 11 (C): -0.1079, atom 12 (C): -0.1774, atom 13 (H): 0.1267, atom 14 (H): 0.1517, atom 15 (H): 0.1627, atom 16 (H): 0.1043, atom 17 (H): 0.1060, atom 18 (H): 0.1575, atom 19 (H): 0.2038



## two
# C6H12O

A 2-piece molecular cluster, C6H12O overall (ωB97M-V with the def2-TZVPD basis set, the Open Molecules 2025 dataset).

Each atom is followed by the atoms it is bonded to, with distances in Å.
Geometry (Å):
1 C -1.95102 2.15674 -0.54283  H3 1.086, H11 1.092, C15 1.366
2 C 2.21206 -0.35864 -0.10677  H8 1.094, H10 1.093, H14 1.090, C18 1.493
3 H -3.02776 2.28350 -0.59855  C1 1.086
4 C -0.04811 0.61551 -0.00374  C15 1.410, H16 1.090, C18 1.402
5 H 0.58562 -2.40402 -0.75988  C19 1.112
6 H -0.07697 -0.72102 2.86922  O12 0.958
7 H -1.22544 0.23919 2.73997  O12 0.947
8 H 2.91347 0.24620 -0.68905  C2 1.094
9 H -0.81282 -1.57805 -1.33853  C19 1.087
10 H 2.61726 -1.36251 -0.25532  C2 1.093
11 H -1.50556 3.13203 -0.33470  C1 1.092
12 O -0.98702 -0.58659 3.13824  H6 0.958, H7 0.947
13 H -1.66831 0.22147 -1.28468  C15 1.088
14 H 2.24953 -0.16979 0.96652  C2 1.090
15 C -1.27854 0.96843 -0.59599  C1 1.366, C4 1.410, H13 1.088
16 H 0.26234 0.88013 1.00718  C4 1.090
17 H 0.67819 -1.70752 -2.31763  C19 1.092
18 C 0.79156 -0.35509 -0.56746  C2 1.493, C4 1.402, C19 1.469
19 C 0.27154 -1.49998 -1.32601  H5 1.112, H9 1.087, H17 1.092, C18 1.469

Summary:
Highest occupied orbital energy (alpha / beta)   -14.11 / -14.92 eV
E_LUMO (alpha / beta)   -0.19713 / -0.27316 hartree
Charge   +1
2S+1   2

In elementary charge units, the Löwdin charges are: atom 1 (C): 0.1718, atom 2 (C): -0.0018, atom 3 (H): 0.0976, atom 4 (C): -0.0068, atom 5 (H): 0.1322, atom 6 (H): 0.0224, atom 7 (H): 0.0086, atom 8 (H): 0.1204, atom 9 (H): 0.0873, atom 10 (H): 0.0989, atom 11 (H): 0.1020, atom 12 (O): -0.0232, atom 13 (H): 0.1236, atom 14 (H): 0.1036, atom 15 (C): -0.0728, atom 16 (H): 0.1256, atom 17 (H): 0.1216, atom 18 (C): -0.2025, atom 19 (C): -0.0084



## three
# C6H12O

A 2-piece molecular cluster, C6H12O overall (ωB97M-V with the def2-TZVPD basis set, the Open Molecules 2025 dataset).

Each atom is followed by the atoms it is bonded to, with distances in Å.
Geometry (Å):
1 C -0.13260 -0.46524 -0.64532  C7 1.379, H9 1.087, C18 1.478
2 H 1.21173 -1.30387 1.42229  C3 1.093
3 C 1.16790 -2.17422 0.76257  H2 1.093, H11 1.084, H16 1.086, C18 1.583
4 C -1.62537 1.22261 0.32708  H5 1.080, C7 1.412, C12 1.372
5 H -1.87675 1.70086 -0.60767  C4 1.080
6 H 1.25491 1.82808 -2.34427  O13 0.961
7 C -0.94604 -0.01420 0.37338  C1 1.379, C4 1.412, H19 1.081
8 H -2.40728 2.85532 1.34376  C12 1.074
9 H 0.11369 0.13203 -1.51976  C1 1.087
10 H 2.38175 2.50316 -1.55492  O13 0.978
11 H 0.67227 -2.99789 1.26346  C3 1.084
12 C -1.94586 1.89518 1.47922  C4 1.372, H8 1.074, H15 1.091
13 O 1.44437 2.60627 -1.81326  H6 0.961, H10 0.978
14 H -0.33466 -2.53932 -0.78007  C18 1.101
15 H -1.75644 1.56418 2.50120  C12 1.091
16 H 2.18597 -2.46261 0.51813  C3 1.086
17 H 1.18620 -1.98789 -1.41633  C18 1.086
18 C 0.47547 -1.81187 -0.61373  C1 1.478, C3 1.583, H14 1.101, H17 1.086
19 H -1.06925 -0.55058 1.30425  C7 1.081

Summary:
Highest occupied orbital energy (alpha / beta)   -14.59 / -14.92 eV
E_LUMO (alpha / beta)   -0.18416 / -0.28702 hartree
Charge   +1
2S+1   2

In elementary charge units, the Löwdin charges are: atom 1 (C): 0.0381, atom 2 (H): 0.0738, atom 3 (C): -0.0502, atom 4 (C): -0.0701, atom 5 (H): 0.1312, atom 6 (H): 0.0128, atom 7 (C): -0.0148, atom 8 (H): 0.0905, atom 9 (H): 0.1213, atom 10 (H): 0.0590, atom 11 (H): 0.0799, atom 12 (C): 0.1886, atom 13 (O): -0.0605, atom 14 (H): 0.1454, atom 15 (H): 0.1060, atom 16 (H): 0.0799, atom 17 (H): 0.1146, atom 18 (C): -0.1845, atom 19 (H): 0.1389



Last place for stability: one